[1]
This record from the Open Molecules 2025 dataset describes a molecular structure, C50H35BrF4N5P2Tc. The level of theory is ωB97M-V/def2-TZVPD.

The maximum force is 0.93 eV/Å. The calculation puts the HOMO-LUMO gap (alpha / beta) at 6.9 / 5.8 eV. The value obtained for the LUMO energy (alpha / beta) is -8.60 / -10.01 eV. The energy relative to the best compared isomer or geometry (same formula, charge and spin) is 18.6 kJ/mol. Its net charge is +3. As for the spin multiplicity: 4.

Geometry (Å):
Tc: -0.345 0.675 0.034
N: -2.589 2.593 -3.259
C: -1.852 1.736 -2.581
N: -1.408 1.951 -1.364
C: -1.707 3.177 -0.744
N: -1.283 3.410 0.459
N: -0.564 2.395 0.995
C: -0.030 2.576 2.166
C: 0.780 1.489 2.627
C: 1.514 1.529 3.809
C: 2.318 0.455 4.143
C: 2.375 -0.624 3.270
C: 1.631 -0.595 2.107
N: 0.828 0.425 1.776
C: -2.494 4.158 -1.451
C: -2.838 5.397 -0.901
C: -3.614 6.277 -1.623
C: -4.069 5.935 -2.899
C: -3.754 4.711 -3.455
C: -2.957 3.833 -2.735
H: -2.911 2.351 -4.186
H: -1.609 0.801 -3.069
H: -0.185 3.496 2.714
H: 1.446 2.406 4.438
H: 2.912 0.467 5.046
H: 2.999 -1.482 3.481
H: 1.708 -1.396 1.389
H: -2.492 5.645 0.093
H: -3.878 7.235 -1.199
H: -4.676 6.633 -3.460
H: -4.119 4.440 -4.438
F: 1.866 -3.408 -5.517
C: 1.840 -2.469 -4.605
C: 2.856 -1.522 -4.530
F: 3.857 -1.568 -5.378
C: 2.811 -0.533 -3.557
F: 3.796 0.351 -3.509
C: 1.772 -0.456 -2.633
P: 1.814 0.739 -1.239
C: 3.460 0.349 -0.570
C: 3.726 -0.994 -0.285
C: 4.970 -1.372 0.188
C: 5.958 -0.413 0.380
C: 5.697 0.918 0.094
C: 4.451 1.306 -0.378
C: 1.890 2.398 -1.957
C: 1.984 3.452 -1.042
C: 2.073 4.757 -1.495
C: 2.061 5.017 -2.860
C: 1.933 3.975 -3.767
C: 1.831 2.665 -3.321
C: 0.779 -1.424 -2.730
Br: -0.662 -1.448 -1.483
C: 0.793 -2.413 -3.695
F: -0.188 -3.305 -3.739
H: 2.968 -1.748 -0.476
H: 5.180 -2.413 0.396
H: 6.936 -0.709 0.735
H: 6.475 1.660 0.221
H: 4.272 2.344 -0.620
H: 2.001 3.242 0.023
H: 2.159 5.570 -0.787
H: 2.152 6.033 -3.218
H: 1.927 4.176 -4.830
H: 1.717 1.863 -4.040
C: -0.810 -6.375 -0.713
C: 0.357 -5.697 -0.388
C: 0.289 -4.529 0.356
C: -0.950 -4.035 0.764
C: -2.126 -4.690 0.399
C: -2.044 -5.867 -0.328
P: -0.971 -2.578 1.845
C: -1.207 -3.105 3.530
C: -1.651 -2.144 4.462
C: -1.989 -2.540 5.738
C: -1.828 -3.874 6.114
C: -1.308 -4.807 5.220
C: -0.980 -4.429 3.933
C: -2.322 -1.414 1.473
C: -3.590 -1.879 1.865
C: -4.722 -1.139 1.590
C: -4.586 0.112 1.013
C: -3.328 0.605 0.695
C: -2.161 -0.143 0.885
H: -0.761 -7.302 -1.268
H: 1.317 -6.081 -0.708
H: 1.200 -4.007 0.629
H: -3.094 -4.298 0.677
H: -2.953 -6.391 -0.592
H: -1.744 -1.107 4.167
H: -2.376 -1.819 6.445
H: -2.096 -4.182 7.116
H: -1.162 -5.832 5.532
H: -0.582 -5.155 3.235
H: -3.680 -2.821 2.391
H: -5.699 -1.530 1.839
H: -5.459 0.720 0.813
H: -3.276 1.617 0.316


[2]
This record from the Open Molecules 2025 dataset describes 4 unconnected molecules or ions with the total composition C4H16N2O5. The level of theory is ωB97M-V/def2-TZVPD.

The maximum force is 3.54 eV/Å. The calculation puts the HOMO-LUMO gap at 9.9 eV. The value obtained for the LUMO energy is 0.39 eV. The energy relative to the best compared isomer or geometry (same formula, charge and spin) is 200.4 kJ/mol. The structure (SMILES) is C[C@H](N)C(=O)NCO.O.O.O.

Geometry (Å):
O: 2.392 1.160 1.026
C: 1.497 0.613 0.402
N: 1.478 0.808 -0.968
C: 1.026 -0.037 -2.019
O: -0.392 -0.320 -2.202
C: 0.618 -0.406 1.174
C: 0.335 0.200 2.527
N: 1.363 -1.637 1.448
H: 1.871 1.676 -1.288
H: 1.251 0.324 -3.023
H: 1.442 -1.068 -2.099
H: -0.733 -0.783 -1.406
H: -0.171 -0.680 0.487
H: 0.020 -0.556 3.253
H: 1.261 0.692 2.870
H: -0.402 0.980 2.534
H: 2.051 -1.395 2.168
H: 1.867 -1.952 0.631
H: -1.927 0.580 0.181
H: -3.120 1.473 0.524
O: -2.733 0.611 0.698
H: -0.631 2.393 -1.337
H: -1.367 1.775 -2.467
O: -1.462 1.942 -1.525
H: -1.607 -2.231 0.223
H: -2.389 -1.932 -1.075
O: -1.537 -2.231 -0.738